Record 1
The following is a DFT calculation (wB97M-V/def2-TZVPD) of a structure of composition C21H48ClNO2P3Pt in a non-equilibrium geometry.

Last column: Mulliken spin population.
Atoms and positions in Å:
C: 0.220 -0.228 -5.218  0.000
C: 0.301 -0.314 -3.733  -0.003
H: 1.207 -0.116 -5.671  -0.001
H: -0.376 0.653 -5.469  0.001
H: -0.232 -1.151 -5.604  0.001
O: 1.307 -0.449 -3.059  0.007
Cl: -1.361 -0.182 -2.975  0.038
Pt: -0.010 0.107 0.294  1.400
P: -0.306 2.350 -0.300  0.183
C: 0.842 3.519 0.512  0.009
C: -0.082 2.793 -2.049  0.013
H: 0.074 3.885 -2.148  0.005
H: -2.070 3.999 -0.095  0.013
H: -0.948 2.475 -2.647  -0.002
H: -2.706 2.345 -0.419  0.003
H: 1.880 3.230 0.288  -0.001
H: 0.794 2.256 -2.428  0.002
C: -1.971 2.930 0.150  0.012
H: 0.656 4.531 0.119  0.003
H: -2.164 2.796 1.224  0.006
H: 0.697 3.534 1.600  0.002
P: -0.066 -2.207 -0.053  0.200
C: 1.296 -3.121 0.746  0.018
C: -1.650 -2.905 0.469  0.031
H: -0.768 -2.554 -2.335  0.000
H: 0.276 -3.904 -1.766  0.008
H: 0.980 -2.302 -2.194  0.000
C: 0.125 -2.811 -1.749  0.004
H: -2.429 -2.495 -0.190  0.006
H: -1.634 -4.003 0.392  0.009
H: 1.072 -4.198 0.739  0.003
H: 1.444 -2.788 1.777  -0.001
H: -1.871 -2.613 1.502  -0.004
H: 2.221 -2.936 0.182  -0.001
C: 1.799 0.154 -0.178  0.185
O: 2.892 0.163 -0.565  0.043
C: 0.731 1.258 6.083  0.017
C: 0.961 0.706 4.658  0.097
C: 1.689 1.769 3.807  -0.009
C: 1.905 -0.508 4.716  0.003
P: -0.668 0.210 3.831  0.124
N: -0.504 0.044 2.258  1.358
C: -1.254 -1.423 4.573  0.056
C: -1.157 -1.420 6.110  0.015
C: -2.717 -1.663 4.164  -0.009
C: -0.404 -2.579 4.008  0.029
C: -1.981 1.528 4.163  0.076
C: -1.348 2.903 3.891  -0.014
C: -3.148 1.302 3.172  -0.017
C: -2.524 1.490 5.608  0.010
H: 1.717 1.438 6.541  0.008
H: 0.222 0.539 6.735  0.003
H: 0.189 2.210 6.088  0.003
H: 2.736 1.851 4.154  0.004
H: 1.677 1.475 2.750  0.008
H: 1.232 2.761 3.884  0.000
H: 1.561 -1.269 5.420  0.002
H: 2.040 -0.966 3.724  0.003
H: 2.885 -0.164 5.086  0.003
H: -0.125 -1.399 6.474  0.002
H: -1.732 -0.604 6.565  0.002
H: -1.611 -2.364 6.446  0.002
H: -2.873 -1.559 3.082  -0.002
H: -2.974 -2.687 4.476  0.006
H: -3.396 -0.986 4.693  0.000
H: -0.232 -2.449 2.932  -0.030
H: 0.568 -2.665 4.505  0.004
H: -0.945 -3.526 4.179  0.004
H: -0.800 2.922 2.936  0.004
H: -2.153 3.653 3.848  0.006
H: -0.682 3.206 4.707  0.000
H: -3.862 0.558 3.551  0.005
H: -3.712 2.243 3.058  0.002
H: -2.774 0.973 2.190  0.024
H: -3.107 0.583 5.813  0.002
H: -1.735 1.609 6.361  0.002
H: -3.213 2.343 5.714  0.006

Summary:
LUMO (alpha / beta) (eV): -8.43 / -13.33
<S²>: 6.023
Charge: +3
Frontier orbital gap (alpha / beta) (eV): 8.87 / 5.36
Multiplicity: 5
Relative energy (zero: lowest compared OMol25 entry of this formula, charge and spin) (eV): 0.3659
E (a.u.): -2636.67961

Record 2
The following is a DFT calculation (wB97M-V/def2-TZVPD) of a structure of composition C21H48FN2O5Pd in a non-equilibrium geometry.

Last column: Mulliken spin population.
Atoms and positions in Å:
Pd: 0.030 0.180 -0.068  0.007
C: -0.367 -5.073 1.544  -0.006
C: 0.863 -5.054 2.459  -0.008
C: 1.905 -5.963 1.720  0.013
C: 3.289 -5.863 2.379  -0.005
C: 3.738 -4.400 2.269  0.017
C: 2.810 -3.387 2.998  -0.001
N: 1.405 -3.620 2.552  0.357
O: 0.496 -2.552 2.876  0.596
C: 3.374 -1.985 2.573  0.005
C: 2.888 -3.522 4.609  0.031
C: 0.429 -5.677 3.850  0.023
H: -0.646 -6.070 1.202  0.000
H: -0.133 -4.439 0.689  -0.004
H: -1.191 -4.639 2.110  0.001
H: 2.030 -5.764 0.656  0.000
H: 1.627 -7.005 1.877  0.000
H: 3.905 -6.525 1.771  0.000
H: 3.341 -6.336 3.359  -0.001
H: 3.838 -4.190 1.204  -0.003
H: 4.758 -4.313 2.642  0.000
H: 3.520 -1.992 1.493  -0.002
H: 4.393 -1.839 2.930  -0.001
H: 2.718 -1.199 2.946  0.000
H: 2.166 -2.949 5.190  -0.006
H: 3.842 -3.308 5.090  0.001
H: 2.705 -4.543 4.944  -0.005
H: -0.118 -6.615 3.751  0.001
H: -0.302 -5.084 4.399  -0.003
H: 1.254 -5.762 4.558  -0.003
C: -4.985 1.204 0.888  0.009
C: -5.336 1.537 -0.640  0.005
C: -5.824 3.057 -0.495  0.009
C: -5.922 3.792 -1.836  -0.003
C: -4.588 3.699 -2.563  0.015
C: -4.179 2.213 -2.823  -0.001
N: -4.185 1.496 -1.525  0.290
O: -3.521 0.197 -1.520  0.639
C: -2.746 2.342 -3.419  -0.002
C: -5.095 1.621 -3.982  0.029
C: -6.496 0.649 -1.073  0.028
H: -4.320 1.955 1.314  -0.003
H: -4.496 0.231 0.956  0.000
H: -5.854 1.192 1.545  0.000
H: -5.218 3.619 0.216  0.000
H: -6.841 3.044 -0.103  0.000
H: -6.170 4.842 -1.687  0.000
H: -6.737 3.380 -2.432  -0.001
H: -3.820 4.273 -2.045  -0.003
H: -4.721 4.179 -3.533  0.000
H: -2.308 1.383 -3.696  -0.001
H: -2.094 2.735 -2.639  -0.001
H: -2.617 3.013 -4.268  0.000
H: -4.931 0.546 -4.059  -0.004
H: -4.835 2.044 -4.953  0.000
H: -6.160 1.832 -3.885  -0.002
H: -7.351 0.622 -0.397  0.001
H: -6.188 -0.385 -1.228  -0.006
H: -6.897 1.079 -1.991  -0.004
F: 2.366 2.058 -1.020  0.000
C: 2.895 5.591 -4.348  0.000
O: 2.313 5.692 -3.053  0.000
H: 3.900 5.181 -4.240  0.000
H: 2.322 4.962 -5.029  0.000
H: 3.007 6.551 -4.851  0.000
H: 2.367 4.791 -2.724  0.000
C: 4.703 5.023 2.092  0.000
O: 5.207 3.942 1.321  0.000
H: 3.790 4.680 2.578  0.000
H: 5.335 5.394 2.899  0.000
H: 4.310 5.797 1.433  0.000
H: 4.511 3.630 0.738  0.000
C: 6.798 0.672 -2.354  0.000
O: 5.730 1.124 -3.181  0.000
H: 7.588 0.204 -2.941  0.000
H: 7.248 1.525 -1.846  0.000
H: 6.483 -0.030 -1.582  0.000
H: 4.996 1.310 -2.590  0.000

Summary:
LUMO (alpha / beta) (eV): 2.37 / 1.79
<S²>: 2.011
Charge: -1
Frontier orbital gap (alpha / beta) (eV): 5.70 / 5.12
Multiplicity: 3
Relative energy (zero: lowest compared OMol25 entry of this formula, charge and spin) (eV): 4.9412
E (a.u.): -1542.08987

Record 3
The following is a DFT calculation (wB97M-V/def2-TZVPD) of a structure of composition C21H49AlFINO7.

Last column: Löwdin charge in e.
Atoms and positions in Å:
C: -3.902 3.436 0.426  -0.179
C: -2.826 2.575 -0.249  -0.774
I: -3.701 1.813 -2.161  0.598
C: -1.565 3.326 -0.560  -0.304
Al: -0.612 4.121 1.085  0.321
N: 1.141 3.406 0.984  -0.043
C: -1.603 3.760 2.825  -0.242
C: -0.854 3.846 4.167  -0.280
C: 0.501 3.138 4.240  -0.211
C: 0.538 1.782 3.564  -0.277
O: 1.862 1.525 3.078  -0.118
C: -0.493 6.185 0.886  -0.371
C: -0.952 6.745 -0.436  -0.145
F: 0.872 6.593 1.087  -0.155
H: -4.873 3.269 -0.022  0.022
H: -3.962 3.161 1.473  0.059
H: -3.642 4.483 0.324  0.070
H: -2.626 1.667 0.300  0.056
H: -0.867 2.626 -1.022  0.038
H: -1.809 4.071 -1.316  0.039
H: 1.788 4.012 1.480  0.012
H: 1.408 3.449 0.003  -0.007
H: -2.120 2.804 2.743  0.036
H: -2.402 4.504 2.882  0.045
H: -1.499 3.394 4.929  0.091
H: -0.715 4.874 4.490  0.094
H: 1.286 3.754 3.812  0.099
H: 0.761 3.021 5.293  0.101
H: -0.187 1.726 2.759  0.086
H: 0.320 1.001 4.294  0.110
H: 1.804 1.629 2.110  0.026
H: -1.085 6.672 1.668  0.076
H: -0.328 6.409 -1.262  0.068
H: -1.956 6.364 -0.627  0.052
H: -1.016 7.837 -0.467  0.060
C: 6.111 -2.769 -3.349  -0.122
O: 4.909 -2.349 -2.750  -0.193
C: 4.142 -3.431 -2.248  -0.205
C: 3.227 -2.987 -1.128  -0.189
O: 3.873 -2.799 0.121  -0.127
C: 4.638 -1.610 0.281  -0.181
C: 3.790 -0.369 0.445  -0.203
O: 3.279 0.052 -0.809  -0.202
C: 2.095 0.816 -0.675  -0.107
H: 5.921 -3.397 -4.228  0.085
H: 6.651 -1.877 -3.661  0.086
H: 6.733 -3.323 -2.635  0.086
H: 4.801 -4.226 -1.877  0.124
H: 3.531 -3.833 -3.068  0.127
H: 2.516 -3.798 -0.954  0.126
H: 2.655 -2.102 -1.412  0.118
H: 5.362 -1.488 -0.527  0.119
H: 5.195 -1.755 1.209  0.125
H: 4.400 0.441 0.866  0.132
H: 2.970 -0.585 1.140  0.126
H: 1.318 0.236 -0.159  0.092
H: 1.740 1.055 -1.676  0.091
H: 2.278 1.748 -0.129  0.051
C: -1.219 -2.536 -3.562  -0.109
O: -1.343 -3.288 -2.375  -0.200
C: -1.247 -2.478 -1.213  -0.198
C: -1.962 -3.117 -0.044  -0.177
O: -3.377 -2.992 -0.087  -0.124
C: -4.085 -3.819 -0.993  -0.185
C: -4.207 -5.261 -0.554  -0.208
O: -3.005 -5.975 -0.791  -0.196
C: -2.881 -7.110 0.032  -0.120
H: -0.230 -2.068 -3.634  0.087
H: -1.349 -3.219 -4.399  0.084
H: -1.990 -1.759 -3.618  0.086
H: -1.676 -1.487 -1.401  0.121
H: -0.185 -2.360 -0.959  0.119
H: -1.661 -2.576 0.855  0.129
H: -1.658 -4.158 0.079  0.121
H: -3.676 -3.749 -2.003  0.123
H: -5.095 -3.402 -1.016  0.128
H: -5.017 -5.741 -1.121  0.125
H: -4.461 -5.288 0.513  0.126
H: -2.911 -6.831 1.092  0.087
H: -1.915 -7.565 -0.180  0.086
H: -3.672 -7.841 -0.175  0.085

Summary:
LUMO (eV): 2.39
Charge: -1
Frontier orbital gap (eV): 7.38
Multiplicity: 1
E (a.u.): -2050.93630

Record 4
The following is a DFT calculation (wB97M-V/def2-TZVPD) of a cluster of 3 separate species, C21H49BN5O7 in total in a non-equilibrium geometry.

Last column: Löwdin charge in e.
Atoms and positions in Å:
C: 5.376 -3.544 -2.514  -0.125
C: 3.775 -3.910 -2.750  -0.198
N: 3.252 -3.480 -4.116  -0.027
N: 3.698 -2.218 -4.474  -0.111
C: 4.859 -1.865 -5.428  0.068
N: 5.055 -0.368 -5.530  0.092
C: 3.992 0.229 -4.632  -0.029
C: 3.700 1.826 -4.299  -0.114
C: 4.085 2.078 -2.692  -0.153
C: 5.479 2.943 -2.497  -0.239
O: 5.255 4.367 -2.825  -0.131
C: 3.053 -0.960 -3.936  0.116
B: 1.775 -0.702 -2.934  -0.406
O: 0.899 0.472 -3.264  0.031
O: 1.428 -1.476 -1.726  -0.103
C: 1.349 -0.515 -0.579  -0.064
H: 5.737 -3.835 -1.420  0.099
H: 5.598 -2.376 -2.608  0.073
H: 6.057 -4.043 -3.358  0.085
H: 3.201 -3.387 -1.846  0.125
H: 3.592 -5.079 -2.605  0.145
H: 3.496 -4.207 -4.832  0.151
H: 5.563 -2.599 -6.035  0.165
H: 5.731 0.213 -6.075  0.166
H: 2.561 2.046 -4.527  0.128
H: 4.318 2.563 -5.005  0.132
H: 3.160 2.568 -2.132  0.141
H: 4.172 0.981 -2.232  0.109
H: 6.385 2.524 -3.126  0.130
H: 5.771 2.871 -1.364  0.129
H: 5.964 4.630 -3.501  0.116
H: 0.330 0.275 -4.064  0.134
H: 1.177 -1.197 0.385  0.129
H: 2.364 0.107 -0.497  0.114
H: 0.421 0.210 -0.709  0.111
C: -2.007 -2.359 -1.315  -0.102
O: -2.705 -2.057 -0.114  -0.185
C: -2.297 -0.815 0.478  -0.190
C: -3.424 0.229 0.364  -0.188
N: -3.605 0.667 -1.023  -0.055
C: -4.821 1.460 -1.235  -0.195
C: -6.175 0.764 -0.982  -0.214
O: -6.475 -0.277 -1.914  -0.181
C: -5.909 -1.538 -1.589  -0.100
H: -2.248 -3.387 -1.600  0.093
H: -2.321 -1.697 -2.126  0.076
H: -0.924 -2.287 -1.172  0.067
H: -1.358 -0.442 0.056  0.089
H: -2.125 -1.020 1.539  0.096
H: -3.173 1.093 0.987  0.115
H: -4.338 -0.225 0.755  0.103
H: -3.648 -0.148 -1.628  0.064
H: -4.802 1.783 -2.282  0.116
H: -4.765 2.369 -0.625  0.116
H: -6.956 1.520 -1.123  0.121
H: -6.286 0.412 0.049  0.109
H: -5.835 -1.701 -0.512  0.089
H: -4.933 -1.643 -2.065  0.066
H: -6.555 -2.318 -2.009  0.091
C: -2.869 3.215 6.628  -0.112
O: -1.502 2.834 6.713  -0.201
C: -1.294 1.653 7.501  -0.197
C: -0.860 0.478 6.603  -0.203
N: -1.967 0.017 5.759  -0.053
C: -1.553 -0.920 4.708  -0.189
C: -0.580 -0.393 3.632  -0.217
O: -1.145 0.599 2.774  -0.226
C: -1.090 1.922 3.290  -0.085
H: -2.918 4.205 6.165  0.090
H: -3.431 2.517 6.001  0.074
H: -3.324 3.276 7.621  0.089
H: -2.171 1.396 8.104  0.122
H: -0.474 1.880 8.188  0.119
H: -0.520 -0.348 7.236  0.122
H: -0.018 0.818 5.996  0.097
H: -2.405 0.819 5.316  0.067
H: -2.470 -1.241 4.200  0.118
H: -1.124 -1.813 5.175  0.119
H: -0.334 -1.240 2.980  0.109
H: 0.374 -0.055 4.050  0.110
H: -0.207 2.096 3.909  0.091
H: -2.002 2.144 3.845  0.073
H: -1.055 2.615 2.442  0.092

Summary:
LUMO (eV): -4.07
Charge: +1
Frontier orbital gap (eV): 5.92
Multiplicity: 1
E (a.u.): -1654.27562

Look up the multiplicity of the fourth one. 1

Among the records above, which one has the highest charge? C21H48ClNO2P3Pt

Which value of charge does entry 4 give? +1

The highest charge belongs to which entry? C21H48ClNO2P3Pt